Here is C29H27Cl5MgN3O3S as an isolated structure from the Open Molecules 2025 dataset. Energies are from ωB97M-V/def2-TZVPD.

ORCA input file:
```
! wB97M-V def2-TZVPD RIJCOSX def2/J DEFGRID3
* xyz -1 1
Mg 0.163 -0.587 0.665
Cl -1.083 -7.531 -2.623
C -0.717 -5.968 -1.980
C -1.720 -5.025 -1.784
Cl -3.354 -5.425 -2.195
C -1.429 -3.775 -1.266
Cl -2.670 -2.597 -1.024
C -0.108 -3.384 -0.906
O 0.174 -2.247 -0.443
C 0.892 -4.379 -1.126
Cl 2.509 -3.936 -0.721
C 0.595 -5.625 -1.644
Cl 1.858 -6.783 -1.885
S -2.207 -0.308 4.716
C -2.562 -1.884 4.145
C -1.973 -2.129 2.940
C -1.206 -1.048 2.390
C -1.273 0.002 3.272
C -0.590 1.272 3.071
C -0.705 2.376 3.929
C -0.017 3.535 3.635
C 0.776 3.591 2.494
C 0.835 2.460 1.696
N 0.178 1.341 1.974
H -3.180 -2.547 4.731
H -2.098 -3.081 2.437
H -1.332 2.311 4.808
H -0.097 4.393 4.291
H 1.334 4.478 2.229
H 1.428 2.427 0.787
C 3.963 -1.620 2.793
C 3.078 -1.054 1.697
O 1.867 -1.177 1.852
C 3.692 -0.415 0.537
C 5.094 -0.415 0.413
C 5.746 0.150 -0.656
C 4.974 0.757 -1.658
C 3.609 0.786 -1.578
C 2.892 0.201 -0.486
O 1.621 0.268 -0.475
H 3.315 -1.979 3.588
H 4.648 -0.866 3.184
H 4.562 -2.450 2.414
H 5.684 -0.887 1.188
H 6.825 0.124 -0.724
H 5.465 1.208 -2.515
H 3.012 1.248 -2.355
C -2.529 3.401 -3.765
C -3.041 2.034 -3.324
N -2.718 1.711 -1.947
C -3.529 2.316 -0.902
C -2.830 3.443 -0.145
C -1.665 0.903 -1.603
C -0.785 0.363 -2.694
N -1.393 0.553 -0.402
H -2.771 3.585 -4.814
H -1.447 3.462 -3.643
H -2.980 4.198 -3.171
H -2.643 1.257 -3.973
H -4.129 1.992 -3.434
H -3.861 1.541 -0.204
H -4.434 2.698 -1.380
H -1.895 3.107 0.301
H -3.472 3.810 0.658
H -2.602 4.277 -0.810
H -1.321 -0.401 -3.262
H 0.086 -0.088 -2.228
H -0.460 1.144 -3.384
H -2.049 0.887 0.298
*
```

E_LUMO   2.47 eV
Energy above the lowest of the compared OMol25 structures with the same formula, charge and spin   0.000 eV
Gap between HOMO and LUMO   0.26628 Ha
Maximum force   0.216 eV Å⁻¹
E_HOMO   -4.779 eV
E_tot   -4410.7622 Ha



Here is C21H39N5O2Pb as an isolated structure at a distorted geometry from the Open Molecules 2025 dataset. Energies are from ωB97M-V/def2-TZVPD.

ORCA input file:
```
! wB97M-V def2-TZVPD RIJCOSX def2/J DEFGRID3
* xyz 0 1
Pb -0.065 0.206 -0.037
O -0.149 -1.524 -1.732
H 0.260 -2.082 -2.422
C 0.345 3.206 2.541
O 0.085 2.282 1.538
H -0.168 4.145 2.334
H 0.014 2.847 3.515
H 1.419 3.387 2.586
C -2.640 -2.156 4.485
C -1.625 -1.332 5.333
C -0.888 -0.226 4.550
C -0.167 -0.662 3.364
N 0.353 -1.011 2.381
H -2.269 -2.575 3.549
H -3.556 -1.628 4.219
H -2.929 -2.973 5.146
H -0.801 -1.990 5.608
H -2.133 -0.856 6.172
H -0.252 0.419 5.156
H -1.605 0.498 4.163
C 4.723 -1.396 3.020
C 4.562 0.124 3.024
C 4.583 0.780 1.632
C 3.562 0.252 0.737
N 2.657 -0.111 0.099
H 5.706 -1.694 2.654
H 3.932 -1.925 2.487
H 4.618 -1.715 4.057
H 5.394 0.579 3.561
H 3.668 0.413 3.576
H 5.511 0.708 1.063
H 4.294 1.824 1.758
C 4.029 -2.017 -4.271
C 3.414 -0.991 -3.286
C 2.162 -0.290 -3.823
C 1.547 0.660 -2.899
N 1.080 1.487 -2.190
H 4.298 -1.545 -5.216
H 3.314 -2.790 -4.554
H 4.925 -2.496 -3.877
H 4.220 -0.337 -2.952
H 3.179 -1.520 -2.363
H 1.395 -1.013 -4.100
H 2.288 0.373 -4.679
C -0.607 2.347 -5.014
C -1.619 3.416 -4.579
C -1.551 3.736 -3.063
C -1.785 2.666 -2.095
N -1.992 1.807 -1.331
H -0.637 2.267 -6.101
H -0.645 1.379 -4.514
H 0.376 2.757 -4.782
H -2.634 3.052 -4.735
H -1.543 4.322 -5.180
H -2.298 4.499 -2.844
H -0.600 4.176 -2.762
C -5.406 -1.401 -1.049
C -5.004 -2.550 -0.133
C -4.522 -2.060 1.223
C -3.338 -1.165 1.037
N -2.417 -0.477 0.871
H -6.178 -0.803 -0.565
H -5.903 -1.793 -1.936
H -4.520 -0.820 -1.306
H -4.150 -3.064 -0.572
H -5.781 -3.313 -0.095
H -4.210 -2.827 1.931
H -5.324 -1.486 1.687
*
```

E_LUMO   0.75 eV
Energy above the lowest of the compared OMol25 structures with the same formula, charge and spin   0.383 eV
Gap between HOMO and LUMO   0.25391 Ha
Maximum force   4.260 eV Å⁻¹
E_HOMO   -6.160 eV
E_tot   -1440.5492 Ha



Here is C34H67BBrCl7KLiMgN2O11S2 as an isolated structure at a distorted geometry from the Open Molecules 2025 dataset. Energies are from ωB97M-V/def2-TZVPD.

ORCA input file:
```
! wB97M-V def2-TZVPD RIJCOSX def2/J DEFGRID3
* xyz 2 1
C -0.402 3.447 -3.657
C 1.044 4.278 -3.781
O 1.864 3.819 -2.646
C 3.013 4.710 -2.406
C 3.538 4.358 -0.858
C 2.363 4.819 0.196
C 2.568 4.286 1.733
C 3.096 2.740 1.871
N 1.961 1.702 1.736
C 1.720 1.264 0.304
C 0.099 0.854 0.239
C -0.112 -0.381 1.346
C -1.692 -0.929 1.369
C -2.073 -1.739 -0.008
C -1.283 -3.159 -0.220
C -1.028 -3.480 -1.837
C 0.267 -2.694 -2.466
O 1.533 -2.908 -1.740
C 2.577 -2.027 -2.361
C 0.471 -0.022 2.839
C -0.527 0.872 3.781
B -0.660 0.360 5.340
O 0.079 1.129 6.398
O -1.504 -0.787 5.752
C 2.028 0.589 2.751
C 2.981 -0.679 2.401
Cl 3.352 -1.528 4.050
C 4.435 -0.350 1.736
C 5.033 -1.807 1.178
H -0.113 2.318 -3.881
H -0.795 3.492 -2.536
H -1.206 3.875 -4.402
H 0.830 5.447 -3.685
H 1.600 4.033 -4.807
H 3.903 4.364 -3.119
H 2.793 5.848 -2.564
H 4.592 4.867 -0.627
H 3.738 3.182 -0.867
H 1.267 4.500 -0.146
H 2.363 6.004 0.232
H 1.546 4.412 2.313
H 3.362 4.970 2.291
H 4.019 2.482 1.179
H 3.497 2.623 2.985
H 1.094 2.267 1.994
H 1.826 2.165 -0.463
H 2.424 0.420 -0.087
H -0.254 0.559 -0.837
H -0.565 1.748 0.669
H 0.500 -1.293 0.878
H -2.436 -0.003 1.436
H -1.839 -1.634 2.313
H -3.236 -2.008 0.009
H -1.909 -1.090 -0.996
H -1.975 -4.048 0.162
H -0.273 -3.264 0.361
H -0.874 -4.633 -2.050
H -2.012 -3.155 -2.410
H 0.110 -1.523 -2.538
H 0.471 -3.049 -3.586
H 2.596 -1.036 -1.729
H 3.651 -2.537 -2.295
H 2.303 -1.718 -3.467
H 0.603 -1.069 3.397
H -1.614 1.012 3.370
H -0.059 1.969 3.836
H 0.051 2.119 6.153
H -1.705 -0.718 6.750
H 2.229 1.048 3.826
H 2.484 -1.525 1.741
H 4.412 0.369 0.807
H 5.239 0.066 2.495
H 6.097 -1.600 0.730
H 5.113 -2.606 2.047
H 4.368 -2.283 0.340
Br -3.086 0.309 -0.135
N 0.101 -6.503 1.190
C -0.824 -6.768 2.166
C -1.394 -7.992 1.891
C -0.786 -8.484 0.712
C 0.135 -7.546 0.302
H 0.670 -5.669 1.135
H -0.999 -6.065 2.969
H -2.162 -8.478 2.478
H -0.997 -9.423 0.215
H 0.809 -7.532 -0.544
C 3.071 2.433 -7.232
Cl 3.499 3.971 -6.472
Cl 1.493 1.865 -6.672
H 3.036 2.569 -8.315
H 3.828 1.688 -6.978
C -1.656 6.329 1.102
Cl -1.084 4.662 0.842
Cl -2.343 6.473 2.740
Cl -0.291 7.460 0.928
Cl -2.909 6.721 -0.104
O -3.688 -2.471 -4.593
S -2.956 -3.065 -5.690
O -1.548 -2.799 -5.905
O -3.763 -2.788 -7.078
C -4.055 -1.444 -7.437
C -2.816 -0.712 -7.918
C -3.179 -4.825 -5.636
H -4.527 -0.917 -6.600
H -4.788 -1.479 -8.251
H -2.086 -0.596 -7.113
H -3.071 0.287 -8.284
H -2.325 -1.271 -8.722
H -4.239 -5.047 -5.509
H -2.610 -5.207 -4.784
H -2.795 -5.259 -6.561
Li 1.680 -3.520 4.046
C -4.136 1.303 10.093
S -2.928 1.506 8.763
O -2.759 0.171 8.100
C -1.497 1.762 9.841
H -5.111 1.093 9.645
H -3.848 0.470 10.738
H -4.199 2.226 10.675
H -1.368 0.901 10.502
H -1.643 2.669 10.431
H -0.609 1.875 9.216
C -5.885 1.702 -1.897
O -5.181 1.236 -2.780
O -5.665 2.757 -1.292
O -6.928 1.190 -1.473
K 2.855 1.650 -4.423
Mg 4.599 -3.518 -0.587
*
```

E_LUMO   -6.10 eV
Gap between HOMO and LUMO   0.11747 Ha
Maximum force   10.569 eV Å⁻¹
E_HOMO   -9.294 eV
E_tot   -9695.7420 Ha



Here is C41H49BrN6O4PtSTe as an isolated structure at a distorted geometry from the Open Molecules 2025 dataset. Energies are from ωB97M-V/def2-TZVPD.

ORCA input file:
```
! wB97M-V def2-TZVPD RIJCOSX def2/J DEFGRID3
* xyz 1 2
Pt 1.292 -0.890 -1.475
N 1.678 -1.273 0.699
C 2.874 -2.046 1.057
C 3.751 -1.190 1.977
C 5.012 -1.842 2.530
C 4.790 -3.142 3.284
N 4.641 -4.197 2.287
C 4.230 -5.417 2.503
N 3.965 -6.202 1.449
N 4.044 -5.890 3.746
C 3.632 -2.493 -0.205
O 4.470 -3.438 -0.066
O 3.379 -1.908 -1.270
H 1.590 -0.407 1.208
H 0.828 -1.826 0.822
H 2.562 -2.959 1.571
H 3.121 -0.872 2.816
H 4.044 -0.290 1.428
H 5.495 -1.134 3.204
H 5.711 -2.038 1.713
H 3.895 -3.083 3.914
H 5.647 -3.339 3.933
H 4.663 -3.875 1.267
H 4.070 -5.816 0.522
H 3.725 -7.170 1.551
H 4.294 -5.329 4.539
H 3.804 -6.851 3.908
Br -0.607 -1.532 -6.926
C 0.868 -1.276 -5.790
C 2.114 -0.967 -6.297
C 3.158 -0.806 -5.402
C 2.919 -0.943 -4.044
N 1.702 -1.226 -3.567
C 0.694 -1.402 -4.427
H 2.263 -0.855 -7.363
H 4.156 -0.581 -5.751
H 3.705 -0.863 -3.309
H -0.273 -1.623 -4.003
C -1.594 -4.574 -1.522
S -0.876 -3.001 -1.086
O -0.559 -3.123 0.393
C -2.395 -2.063 -1.179
C -2.999 -1.809 -2.404
C -4.135 -1.017 -2.447
C -4.658 -0.480 -1.273
C -4.047 -0.740 -0.055
C -2.902 -1.532 -0.006
H -2.461 -4.759 -0.888
H -0.823 -5.328 -1.360
H -1.876 -4.547 -2.576
H -2.597 -2.224 -3.323
H -4.613 -0.814 -3.397
H -5.544 0.142 -1.316
H -4.448 -0.325 0.864
H -2.408 -1.743 0.932
C -5.481 0.234 4.479
C -4.294 0.714 3.686
C -3.112 -0.014 3.649
C -1.992 0.416 2.945
C -0.737 -0.438 2.998
C -2.094 1.614 2.246
Te -0.216 2.082 1.106
N -0.323 0.730 -0.325
C -0.769 1.058 -1.560
O -0.508 0.267 -2.488
C -1.537 2.296 -1.919
C -2.732 2.636 -1.296
C -3.418 3.778 -1.694
C -2.898 4.594 -2.692
C -1.700 4.252 -3.314
C -1.029 3.099 -2.936
C 0.982 3.624 0.034
C 2.098 3.045 -0.519
C 3.067 3.863 -1.084
C 2.908 5.238 -1.063
C 1.764 5.797 -0.508
C 0.759 5.003 0.042
C -0.482 5.645 0.563
C -3.231 2.424 2.321
C -3.347 3.807 1.782
C -4.328 1.933 3.025
H -5.378 -0.816 4.752
H -6.407 0.354 3.914
H -5.583 0.810 5.401
H -3.044 -0.948 4.197
H -0.734 -1.031 3.912
H 0.167 0.172 2.990
H -0.695 -1.131 2.152
H -3.139 1.985 -0.527
H -4.362 4.034 -1.226
H -3.427 5.491 -2.988
H -1.298 4.879 -4.100
H -0.104 2.813 -3.423
H 2.231 1.964 -0.532
H 3.946 3.415 -1.526
H 3.670 5.880 -1.485
H 1.642 6.874 -0.497
H -0.474 6.718 0.382
H -0.598 5.487 1.641
H -1.345 5.228 0.056
H -2.538 4.045 1.121
H -3.340 4.527 2.605
H -4.285 3.943 1.242
H -5.227 2.540 3.072
*
```

E_LUMO (alpha / beta)   -3.18 / -3.19 eV
Energy above the lowest of the compared OMol25 structures with the same formula, charge and spin   2.031 eV
Gap between HOMO and LUMO (alpha / beta)   0.19249 / 0.20250 Ha
Maximum force   2.139 eV Å⁻¹
E_HOMO (alpha / beta)   -8.422 / -8.699 eV
E_tot   -5580.5055 Ha



Question: Among the records above, which one has the highest E_tot?
Answer: C21H39N5O2Pb



Question: What is the maximum force in the second record?
Answer: 4.260 eV Å⁻¹